No. 1
C4H5NO | ωB97M-V/def2-TZVPD

Atoms and positions in Å:
N 2.356 0.177 -0.161
C 1.121 -0.118 0.020
C 0.183 1.001 -0.082
C -1.092 0.630 -0.144
C -1.303 -0.758 0.228
O 0.461 -1.280 0.174
H 3.000 -0.606 -0.233
H 0.582 1.990 -0.229
H -1.866 1.248 -0.593
H -2.242 -1.178 -0.212
H -1.201 -1.106 1.232

Output
Relative energy (zero: lowest compared OMol25 entry of this formula, charge and spin): 64.4 kcal per mole
Total energy: -285.31199 Ha
Lowest unoccupied orbital energy: -0.39 eV
HOMO energy: -0.346 Eh
Frontier orbital gap: 9.03 eV

***

No. 2
H12NO4 | ωB97M-V/def2-TZVPD

Atoms and positions in Å:
N 1.030 -0.195 -0.561
H 0.221 -0.777 -0.364
H 0.795 0.778 -0.507
H 1.855 -0.347 0.080
H 1.351 -0.409 -1.535
H -3.980 0.065 -0.717
H -3.689 0.322 0.831
O -3.261 0.014 -0.010
H 0.302 3.205 0.142
H -0.274 3.095 -1.307
O 0.105 2.568 -0.557
H 4.261 -0.475 0.973
H 3.333 -1.092 1.974
O 3.329 -0.651 1.133
H -1.990 -1.223 -0.019
H -1.462 -2.724 0.114
O -1.165 -1.813 -0.034

Output
Relative energy (zero: lowest compared OMol25 entry of this formula, charge and spin): 5.2 kcal per mole
Total energy: -362.70950 Ha
Lowest unoccupied orbital energy: -2.76 eV
Total charge: +1
HOMO energy: -0.554 Eh
Frontier orbital gap: 12.31 eV

***

No. 3
C3H4O | ωB97M-V/def2-TZVPD

Atoms and positions in Å:
C -0.108 -0.199 0.043
C -1.334 -0.599 0.054
C 1.075 0.621 0.046
O 1.486 -0.761 0.018
H -1.596 -1.606 0.023
H -2.088 0.170 -0.155
H 1.004 1.255 -0.960
H 1.562 1.118 0.932

Output
Relative energy (zero: lowest compared OMol25 entry of this formula, charge and spin): 62.6 kcal per mole
Total energy: -191.81028 Ha
Structure (SMILES): C=C1CO1
Lowest unoccupied orbital energy: 0.98 eV
HOMO energy: -0.374 Eh
Frontier orbital gap: 11.15 eV

***

No. 4
C6H13N2 | ωB97M-V/def2-TZVPD

Atoms and positions in Å:
C -1.127 -1.738 -0.110
C 0.356 -2.098 0.009
C -0.793 -0.541 0.878
C 0.404 0.266 0.508
C 0.722 1.354 1.534
C 0.721 0.700 -0.922
N 0.589 -1.036 1.009
N -0.479 1.482 -1.453
H -1.702 -1.382 -0.952
H -1.679 -2.504 0.485
H 0.641 -3.069 0.475
H 0.763 -2.206 -1.022
H -1.352 0.032 1.631
H 1.828 1.260 1.855
H 0.068 1.087 2.328
H 0.595 2.262 1.002
H 1.065 -0.100 -1.568
H 1.612 1.353 -0.949
H -0.131 2.503 -1.674
H -1.264 1.366 -0.764
H -0.838 1.007 -2.300

Output
Relative energy (zero: lowest compared OMol25 entry of this formula, charge and spin): 90.2 kcal per mole
Total energy: -345.55233 Ha
Structure (SMILES): C[C@]1(C[NH3+])[C@H]2CCN21
Lowest unoccupied orbital energy: -3.93 eV
Total charge: +1
HOMO energy: -0.472 Eh
Frontier orbital gap: 8.91 eV

***

No. 5
C13H14FN2O2 | ωB97M-V/def2-TZVPD

Atoms and positions in Å:
C 2.301 0.911 -2.133
C 1.013 1.664 -2.320
F 1.025 2.301 -3.560
C -0.162 0.678 -2.230
O -0.927 0.797 -1.237
O -0.198 -0.152 -3.121
H 2.304 0.099 -2.845
H 3.174 1.543 -2.218
H 2.269 0.471 -1.146
H 0.939 2.447 -1.574
N 3.490 0.545 1.269
C 3.930 1.719 1.713
C 3.839 2.125 3.036
C 3.253 1.262 3.948
C 2.786 0.038 3.502
C 2.929 -0.270 2.157
H 4.373 2.366 0.963
H 4.214 3.093 3.340
H 3.159 1.543 4.990
H 2.315 -0.662 4.178
H 2.572 -1.215 1.763
N -4.846 -2.421 0.697
C -3.735 -1.710 0.487
C -3.318 -1.264 -0.759
C -4.103 -1.580 -1.854
C -5.261 -2.319 -1.660
C -5.585 -2.711 -0.371
H -3.150 -1.487 1.373
H -2.406 -0.683 -0.875
H -3.809 -1.253 -2.844
H -5.901 -2.587 -2.491
H -6.484 -3.289 -0.176

Output
Total energy: -863.69104 Ha
Lowest unoccupied orbital energy: 2.75 eV
Total charge: -1
HOMO energy: -0.168 Eh
Frontier orbital gap: 7.32 eV

***

No. 6
C9H14N5O2PtTe | ωB97M-V/def2-TZVPD

Atoms and positions in Å:
Pt 2.676 -0.054 -0.889
N 4.721 -0.054 -0.847
N 5.051 -0.054 0.580
C 4.015 -0.054 1.565
N 4.390 -0.054 2.944
N 2.718 -0.054 1.130
N 1.622 -0.054 1.866
O 0.582 -0.054 1.289
O 1.628 -0.054 3.057
H 5.107 -0.900 -1.241
H 5.107 0.793 -1.241
H 6.043 -0.054 0.867
H 5.391 -0.054 3.189
H 3.737 -0.054 3.732
C -1.638 0.967 -1.909
Te -0.068 -0.054 -0.889
C -1.638 -1.074 0.131
C -2.936 -0.550 -0.393
C -4.153 -1.044 0.101
C -5.362 -0.548 -0.395
C -5.362 0.441 -1.383
C -4.153 0.937 -1.878
C -2.936 0.443 -1.385
H -1.573 0.761 -2.998
H -1.573 2.056 -1.702
H -1.573 -0.868 1.220
H -1.573 -2.163 -0.076
H -4.162 -1.810 0.866
H -6.300 -0.930 -0.013
H -6.300 0.823 -1.765
H -4.162 1.703 -2.644
H 2.676 1.664 -0.889

Output
Total energy: -1162.38408 Ha
Lowest unoccupied orbital energy (alpha / beta): -4.05 / -4.28 eV
2S+1: 3
Total charge: +1
⟨S²⟩: 2.014
HOMO energy (alpha / beta): -0.360 / -0.370 Eh
Frontier orbital gap (alpha / beta): 5.75 / 5.80 eV

***

Question: total energy of number 4 (C6H13N2)?
Answer: -345.55233 Ha